# 1
ORCA calculation (ωB97M-V/def2-TZVPD) on a structure of composition C7H24CoN4O5 at a distorted geometry.

Last column: Mulliken charge in e.
CARTESIAN COORDINATES (ANGSTROEM)
O1 -2.984 -1.528 3.056  -0.6116
H1 -3.854 -1.813 3.119  0.2722
Co1 -0.901 -0.612 0.237  -0.0421
N1 -0.775 0.402 -1.201  0.4884
N2 -2.511 0.729 0.654  0.6645
O2 0.347 0.397 -2.040  -0.5096
O3 -3.242 0.895 1.675  -0.9375
C1 -1.711 1.348 -1.466  0.8056
C2 -2.653 1.576 -0.415  0.5223
C3 -1.633 2.209 -2.683  -2.0746
C4 -3.707 2.626 -0.377  -1.6572
H2 -1.612 1.614 -3.603  0.4705
H3 -0.801 2.925 -2.632  0.3991
H4 -2.538 2.825 -2.729  0.3535
H5 -4.259 2.499 0.549  0.3909
H6 -4.407 2.521 -1.200  0.3740
H7 -3.278 3.624 -0.366  0.3059
H8 0.058 1.073 -2.703  0.3686
H9 -3.022 -0.625 2.766  0.3595
O4 0.741 2.909 0.427  -0.5629
H10 1.444 2.972 -0.253  0.2830
H11 0.831 3.723 0.928  0.2402
C5 -1.520 -1.929 1.018  -1.2856
H12 -1.055 -1.857 2.092  0.1051
H13 -2.634 -1.571 0.739  0.1778
H14 -1.786 -2.993 1.002  0.3834
O5 2.111 -4.258 -1.394  -0.6373
H15 2.274 -4.227 -2.363  0.3133
H16 1.777 -5.162 -1.272  0.3146
N3 0.314 0.330 1.569  -0.1966
C6 1.704 -0.223 1.695  -0.6356
C7 1.746 -1.555 1.004  -0.6266
N4 0.830 -1.495 -0.205  -0.2303
H17 0.383 1.318 1.323  0.1544
H18 -0.151 0.374 2.482  0.3875
H19 2.408 0.483 1.231  0.2386
H20 1.957 -0.286 2.761  0.3282
H21 2.786 -1.801 0.729  0.3880
H22 1.395 -2.354 1.663  0.3762
H23 1.291 -0.954 -0.933  0.3866
H24 0.761 -2.436 -0.605  0.1556

Results
**<S²>**: 3.860
**HOMO (alpha / beta)**: -4.83 / -6.50 eV
**Frontier orbital gap (alpha / beta)**: 0.18294 / 0.24369 hartree
**E_tot**: -61465.6634 eV
**Multiplicity**: 4
**Maximum force**: 8.74 eV Å⁻¹

# 2
ORCA calculation (ωB97M-V/def2-TZVPD) on a structure of composition CCl3IO2S at a distorted geometry.

Last column: Mulliken charge in e.
CARTESIAN COORDINATES (ANGSTROEM)
C1 -1.065 -0.957 -0.279  0.1489
O1 -0.202 -0.179 0.358  -0.4485
O2 2.050 1.623 -0.265  -0.2860
S1 1.010 1.581 0.663  0.8245
Cl1 -2.763 -0.351 -0.230  -0.1467
Cl2 -0.878 -1.340 -2.004  -0.1250
Cl3 1.866 0.569 2.178  -0.0157
I1 -1.113 -2.883 0.884  0.0485

Results
**HOMO**: -9.31 eV
**Frontier orbital gap**: 0.23705 hartree
**E_tot**: -61632.2555 eV
**Maximum force**: 3.09 eV Å⁻¹

# 3
ORCA calculation (ωB97M-V/def2-TZVPD) on a cluster of 3 separate species, C2H9NO2 in total at a distorted geometry.

Last column: Mulliken charge in e.
CARTESIAN COORDINATES (ANGSTROEM)
C1 -1.065 0.600 0.126  -0.5256
N1 -0.793 -0.385 0.845  -0.3455
C2 -1.435 -1.669 0.985  -0.8271
H1 -0.474 1.501 0.230  0.4771
H2 -1.856 0.723 -0.629  0.2942
H3 -2.486 -1.627 0.720  0.3378
H4 -1.110 -2.254 1.841  0.2713
H5 -0.979 -2.253 0.140  0.3012
O1 0.647 0.779 -2.328  -0.6638
H6 1.413 1.359 -2.392  0.3287
H7 0.658 0.578 -1.368  0.3477
O2 2.080 0.479 0.634  -0.6505
H8 1.462 -0.206 0.921  0.3457
H9 2.294 0.944 1.445  0.3088

Results
**HOMO**: -9.56 eV
**Structure (SMILES)**: C=NC.O.O
**Frontier orbital gap**: 0.38405 hartree
**E_tot**: -7803.8103 eV
**Maximum force**: 3.16 eV Å⁻¹

# 4
ORCA calculation (ωB97M-V/def2-TZVPD) on a structure of composition C15H23NRe.

Last column: Mulliken charge in e.
CARTESIAN COORDINATES (ANGSTROEM)
Re1 -0.304 -0.011 -0.367  1.0329
C1 3.247 -1.282 -2.559  -1.5184
C2 2.463 -0.002 -2.795  0.0946
C3 2.219 0.226 -4.384  -1.1948
C4 1.066 0.028 -2.414  0.7880
C5 0.373 1.252 -2.021  -0.4823
C6 -1.070 1.305 -1.927  -0.6118
C7 -1.905 0.161 -2.218  0.6009
C8 -3.362 0.247 -2.365  -1.2521
C9 -1.178 -1.078 -2.096  -0.7343
C10 0.267 -1.147 -2.199  -0.4231
H1 4.271 -1.131 -2.900  0.4044
H2 2.851 -2.124 -3.131  0.4758
H3 3.297 -1.543 -1.500  0.4332
H4 2.981 0.896 -2.448  0.4955
H5 1.728 -0.638 -4.830  0.4357
H6 3.242 0.299 -4.766  0.4456
H7 1.694 1.151 -4.620  0.4287
H8 0.940 2.172 -1.876  0.6521
H9 -1.533 2.265 -1.690  0.6503
H10 -3.858 0.416 -1.394  0.3580
H11 -3.779 -0.664 -2.796  0.4368
H12 -3.617 1.127 -2.969  0.4266
H13 -1.724 -2.018 -1.999  0.6330
H14 0.741 -2.128 -2.191  0.5734
C11 0.714 0.892 4.592  -1.2565
C12 -0.587 0.150 4.053  1.1272
C13 -0.640 -1.364 4.566  -1.2630
C14 -1.905 0.924 4.567  -1.1861
C15 -0.574 0.137 2.690  0.5065
N1 -0.560 0.140 1.485  -0.8515
H15 0.627 0.819 5.677  0.3969
H16 0.705 1.938 4.293  0.4270
H17 1.616 0.382 4.263  0.4326
H18 -0.654 -1.271 5.653  0.4016
H19 0.252 -1.905 4.259  0.4345
H20 -1.552 -1.855 4.233  0.4344
H21 -1.827 0.842 5.651  0.3910
H22 -2.803 0.424 4.214  0.4308
H23 -1.863 1.966 4.261  0.4262

Results
**<S²>**: 0.766
**HOMO (alpha / beta)**: -24.52 / -24.55 eV
**Frontier orbital gap (alpha / beta)**: 0.19673 / 0.21592 hartree
**E_tot**: -19494.8651 eV
**Net charge**: +4
**Multiplicity**: 2
**Maximum force**: 0.62 eV Å⁻¹

# 5
ORCA calculation (ωB97M-V/def2-TZVPD) on a cluster of 16 separate species, C17H67N5O17P in total at a distorted geometry.

Last column: Mulliken charge in e.
CARTESIAN COORDINATES (ANGSTROEM)
N1 3.458 -1.653 0.519  -0.3762
P1 2.561 -0.944 -0.701  0.2382
O1 2.550 0.637 -0.294  -0.3150
N2 0.852 -1.482 -0.401  -0.1440
C1 0.331 -2.636 -0.760  -0.9188
N3 -0.960 -2.753 -0.447  -0.2593
C2 -1.265 -1.606 0.136  0.0430
N4 -2.448 -1.158 0.602  -0.3193
N5 -0.183 -0.821 0.196  1.2404
O2 -0.159 0.424 0.699  -0.5129
H1 4.405 -1.813 0.208  0.2871
H2 3.052 -2.500 0.908  0.1700
H3 1.874 1.036 -0.872  0.3028
H4 0.872 -3.404 -1.288  0.7054
H5 -3.142 -1.762 1.003  0.2019
H6 -2.681 -0.191 0.455  0.2688
H7 0.303 0.444 1.557  0.3465
C3 -1.608 2.000 -2.308  -0.5680
O3 -1.044 2.436 -1.068  -0.3767
H8 -1.876 2.873 -2.895  0.3386
H9 -0.880 1.406 -2.866  0.2139
H10 -2.510 1.405 -2.124  0.1826
H11 -0.811 1.660 -0.555  0.2309
C4 -3.057 0.517 3.968  -0.6151
O4 -2.488 1.057 2.767  -0.3294
H12 -3.334 1.348 4.608  0.2393
H13 -3.952 -0.064 3.732  0.2903
H14 -2.341 -0.115 4.494  0.2001
H15 -2.241 0.338 2.180  0.2178
C5 1.710 -0.007 -4.493  -0.6161
O5 1.745 0.805 -3.309  -0.4090
H16 0.830 -0.646 -4.438  0.2205
H17 1.637 0.628 -5.377  0.3390
H18 2.601 -0.627 -4.562  0.2244
H19 2.521 1.367 -3.370  0.2445
C6 1.987 -6.348 -0.666  0.0506
O6 2.181 -5.479 -1.792  -0.4798
H20 1.780 -5.726 0.205  -0.2205
H21 1.137 -7.010 -0.844  0.3009
H22 2.882 -6.941 -0.484  0.1234
H23 2.359 -6.034 -2.555  0.2705
C7 4.932 -2.256 -5.549  -0.5240
O7 3.692 -1.791 -6.081  -0.5044
H24 5.042 -1.841 -4.549  0.2061
H25 4.942 -3.347 -5.485  0.2515
H26 5.768 -1.922 -6.167  0.2809
H27 3.601 -2.160 -6.963  0.2913
C8 -3.956 1.152 -4.895  -0.5265
O8 -2.633 1.175 -5.428  -0.4649
H28 -4.395 2.138 -5.020  0.2244
H29 -4.565 0.419 -5.430  0.3197
H30 -3.932 0.901 -3.832  0.1743
H31 -2.264 0.297 -5.311  0.2622
C9 0.277 -3.707 2.901  -0.4192
O9 1.561 -3.713 2.276  -0.4572
H32 -0.166 -2.723 2.747  -0.0973
H33 -0.375 -4.463 2.457  0.3584
H34 0.370 -3.889 3.971  0.3260
H35 1.945 -4.582 2.420  0.2631
C10 -0.996 5.487 -0.262  -0.6577
O10 -1.224 6.834 0.163  -0.6407
H36 -0.537 5.516 -1.245  0.3685
H37 -0.322 4.982 0.433  0.2670
H38 -1.939 4.938 -0.322  0.3089
H39 -1.633 6.795 1.034  0.3204
C11 -2.467 4.458 3.392  -0.5612
O11 -2.628 5.782 2.887  -0.5217
H40 -1.772 4.501 4.227  0.3374
H41 -3.428 4.070 3.740  0.2706
H42 -2.064 3.794 2.623  0.1547
H43 -3.251 5.733 2.156  0.2851
C12 5.070 2.542 1.942  -0.5636
O12 4.873 1.193 1.521  -0.4701
H44 5.767 2.532 2.775  0.2340
H45 5.493 3.144 1.134  0.2638
H46 4.129 2.987 2.272  0.2393
H47 4.256 1.203 0.784  0.2823
C13 -5.749 7.263 3.681  -0.5422
O13 -5.977 5.898 3.328  -0.4954
H48 -5.012 7.292 4.477  0.2067
H49 -5.366 7.816 2.820  0.2478
H50 -6.672 7.731 4.031  0.3052
H51 -6.629 5.891 2.623  0.2851
C14 5.152 -8.593 -1.610  -0.5000
O14 4.305 -8.621 -0.461  -0.5111
H52 4.700 -7.930 -2.344  0.1837
H53 6.143 -8.213 -1.351  0.2647
H54 5.249 -9.590 -2.043  0.2702
H55 4.711 -9.208 0.182  0.2921
C15 -1.253 -2.136 6.506  -0.2168
O15 -2.589 -1.666 6.639  -0.5108
H56 -1.062 -2.293 5.447  -0.1833
H57 -0.540 -1.402 6.890  0.3018
H58 -1.118 -3.083 7.035  0.3344
H59 -2.751 -1.527 7.575  0.3013
C16 2.456 7.975 -0.484  -0.5904
O16 1.649 6.822 -0.275  -0.4231
H60 3.471 7.644 -0.692  0.1937
H61 2.091 8.556 -1.335  0.2556
H62 2.466 8.609 0.407  0.2625
H63 0.749 7.127 -0.093  0.3171
C17 -3.862 -5.115 -2.232  -0.5401
O17 -3.721 -4.323 -1.054  -0.4809
H64 -4.753 -5.726 -2.117  0.2170
H65 -3.979 -4.481 -3.115  0.2523
H66 -2.997 -5.770 -2.364  0.2268
H67 -2.934 -3.783 -1.154  0.3641

Results
**HOMO**: -11.12 eV
**Frontier orbital gap**: 0.30017 hartree
**E_tot**: -70248.6043 eV
**Net charge**: +1
**Maximum force**: 3.13 eV Å⁻¹

# 6
ORCA calculation (ωB97M-V/def2-TZVPD) on a cluster of 2 separate species, C5H14S in total at a distorted geometry.

Last column: Mulliken charge in e.
CARTESIAN COORDINATES (ANGSTROEM)
C1 -2.214 -0.472 -0.325  -1.1042
C2 -1.426 0.112 0.833  -0.1981
C3 -2.358 0.146 2.104  -1.1207
H1 -2.070 -1.557 -0.360  0.2904
H2 -3.281 -0.292 -0.390  0.4081
H3 -1.692 -0.171 -1.245  0.2533
H4 -0.770 0.985 0.757  0.3664
H5 -0.632 -0.589 1.098  0.2141
H6 -2.394 -0.737 2.736  0.2866
H7 -3.342 0.421 1.733  0.2966
H8 -2.022 0.969 2.748  0.3196
C4 1.580 -0.197 -2.068  -0.8458
S1 3.317 -0.335 -1.699  -0.0862
C5 3.406 0.347 -0.076  -0.7553
H9 1.356 0.862 -2.283  0.3466
H10 1.303 -0.574 -3.054  0.3575
H11 0.971 -0.697 -1.317  0.1693
H12 3.444 -0.300 0.794  0.2830
H13 2.569 1.043 0.048  0.2063
H14 4.252 1.035 -0.033  0.3126

Results
**HOMO**: -8.48 eV
**Structure (SMILES)**: CCC.CSC
**Frontier orbital gap**: 0.34716 hartree
**E_tot**: -16246.2891 eV
**Maximum force**: 2.82 eV Å⁻¹